1.
Computed, not measured: a molecular structure, C54H47N11OPdSTe in a non-equilibrium geometry, with ωB97M-V/def2-TZVPD.

The value obtained for the total energy is -96799.7672 eV. Its spin multiplicity is 6. For the HOMO-LUMO gap (spin up / spin down), the calculation gives 5.7 / 5.1 eV. The charge is +1. Its expectation value of S² is 8.82. The relative energy (zero: lowest compared OMol25 entry of this formula, charge and spin) comes out at 13.31 kcal per mole.

CARTESIAN COORDINATES (ANGSTROEM)
Pd  -0.189  1.558  -0.637
C  5.182  5.532  -1.270
C  4.675  5.424  -2.559
C  3.595  4.588  -2.814
C  3.001  3.853  -1.802
C  1.981  2.828  -2.156
N  1.858  1.705  -1.285
C  2.709  3.484  0.588
N  1.750  3.514  1.327
C  0.860  2.709  2.005
C  0.496  2.898  3.383
C  0.994  3.710  4.397
C  0.352  3.662  5.623
C  -0.749  2.819  5.832
C  -1.236  2.004  4.821
C  -0.594  2.054  3.591
C  -0.886  1.437  2.316
N  -1.953  0.664  2.110
C  -2.453  0.431  0.936
N  -2.057  0.952  -0.270
C  -2.871  0.466  -1.251
N  -2.830  0.704  -2.528
C  -1.802  1.330  -3.114
N  -0.578  1.547  -2.596
C  0.157  2.297  -3.493
N  1.304  2.940  -3.241
C  -0.624  2.479  -4.700
C  -0.366  3.150  -5.887
C  -1.388  3.206  -6.822
C  -2.626  2.595  -6.585
C  -2.874  1.914  -5.402
C  -1.853  1.869  -4.466
C  -3.915  -0.378  -0.629
C  -4.996  -1.038  -1.171
C  -5.823  -1.735  -0.291
C  -5.557  -1.762  1.076
C  -4.453  -1.097  1.608
C  -3.650  -0.405  0.727
N  0.072  1.828  1.392
C  3.434  4.079  -0.470
C  4.568  4.870  -0.226
H  6.054  6.143  -1.079
H  5.134  5.975  -3.368
H  3.219  4.448  -3.819
H  1.848  4.357  4.237
H  0.702  4.288  6.434
H  -1.227  2.809  6.804
H  -2.084  1.348  4.973
H  0.594  3.617  -6.066
H  -1.232  3.736  -7.753
H  -3.402  2.661  -7.336
H  -3.826  1.435  -5.211
H  -5.183  -1.015  -2.237
H  -6.693  -2.255  -0.671
H  -6.227  -2.298  1.736
H  -4.234  -1.116  2.668
H  4.923  4.985  0.789
C  2.250  0.387  -1.896
C  1.897  -0.744  -0.926
O  2.798  -1.556  -0.564
N  0.667  -0.757  -0.508
Te  0.894  -2.477  1.169
C  0.867  -4.035  2.683
C  1.948  -4.184  3.551
C  3.222  -3.375  3.457
C  1.861  -5.148  4.558
C  0.732  -5.929  4.727
C  0.656  -6.969  5.814
C  -0.355  -5.713  3.881
C  -0.319  -4.769  2.866
C  -1.556  -4.546  2.027
C  0.669  -3.886  -0.371
C  1.672  -4.840  -0.565
C  2.920  -4.958  0.275
C  1.526  -5.732  -1.625
C  0.446  -5.678  -2.490
C  0.313  -6.645  -3.636
C  -0.519  -4.700  -2.276
C  -0.433  -3.798  -1.226
C  -1.527  -2.775  -1.066
H  3.323  0.367  -2.078
H  2.475  1.835  -0.488
H  1.712  0.260  -2.830
H  3.130  -2.511  2.800
H  4.044  -3.986  3.077
H  3.514  -3.013  4.443
H  2.707  -5.283  5.226
H  1.607  -7.072  6.334
H  0.387  -7.942  5.400
H  -0.108  -6.707  6.549
H  -1.263  -6.292  4.028
H  -2.406  -5.082  2.448
H  -1.414  -4.888  1.000
H  -1.825  -3.484  1.991
H  3.123  -4.069  0.861
H  3.784  -5.112  -0.372
H  2.850  -5.806  0.959
H  2.302  -6.474  -1.787
H  1.145  -7.347  -3.664
H  0.284  -6.113  -4.589
H  -0.613  -7.216  -3.555
H  -1.372  -4.638  -2.946
H  -2.487  -3.197  -1.361
H  -1.326  -1.901  -1.690
H  -1.615  -2.421  -0.038
C  -1.505  8.339  -0.484
N  -1.687  6.970  -0.926
C  -0.975  5.917  -0.498
N  -0.020  6.173  0.416
S  -1.270  4.360  -1.089
H  -2.247  8.963  -0.972
H  -0.515  8.718  -0.748
H  -1.649  8.431  0.595
H  -2.382  6.758  -1.619
H  0.129  7.092  0.793
H  0.506  5.401  0.790



2.
Computed, not measured: a molecular structure, C54H48BMoN10O3S2 in a non-equilibrium geometry, with ωB97M-V/def2-TZVPD.

The value obtained for the total energy is -102022.7999 eV. Its spin multiplicity is 3. For the HOMO-LUMO gap (spin up / spin down), the calculation gives 4.8 / 5.3 eV. The charge is +1. Its expectation value of S² is 2.02. The relative energy (zero: lowest compared OMol25 entry of this formula, charge and spin) comes out at 0.00 kcal per mole.

CARTESIAN COORDINATES (ANGSTROEM)
Mo  0.207  0.058  0.151
C  -0.794  4.975  -2.211
C  -1.115  3.537  -1.956
C  -2.111  2.777  -2.524
C  -2.018  1.519  -1.946
N  -0.987  1.494  -1.072
N  -0.444  2.753  -1.101
B  0.891  3.122  -0.453
N  0.829  2.795  1.043
N  0.054  1.747  1.465
C  -0.001  1.854  2.828
C  0.775  2.927  3.233
C  1.278  3.503  2.075
C  2.154  4.702  1.928
C  -0.799  0.996  3.717
C  -2.162  0.865  3.484
C  -2.945  0.077  4.312
C  -2.359  -0.580  5.392
C  -1.003  -0.411  5.659
C  -0.224  0.383  4.830
N  1.964  2.239  -1.106
N  1.877  0.874  -0.973
C  3.038  0.382  -1.526
C  3.775  1.445  -2.035
C  3.075  2.596  -1.742
C  3.417  4.014  -2.060
C  3.627  -0.985  -1.550
C  4.418  -1.401  -0.478
C  5.123  -2.592  -0.535
C  5.110  -3.347  -1.698
C  4.395  -2.896  -2.795
C  3.636  -1.734  -2.718
C  -2.990  0.474  -2.351
C  -4.059  0.096  -1.544
C  -5.026  -0.776  -2.026
C  -4.957  -1.255  -3.329
C  -3.929  -0.829  -4.161
C  -2.951  0.031  -3.675
H  -1.511  5.376  -2.923
H  -0.856  5.557  -1.290
H  0.211  5.092  -2.620
H  -2.853  3.093  -3.243
H  1.138  4.278  -0.615
H  0.921  3.272  4.247
H  2.391  5.100  2.912
H  3.085  4.446  1.418
H  1.656  5.484  1.350
H  -2.593  1.416  2.649
H  -4.007  -0.008  4.104
H  -2.962  -1.202  6.043
H  -0.554  -0.892  6.521
H  0.830  0.536  5.047
H  4.729  1.374  -2.536
H  4.426  4.063  -2.461
H  2.732  4.422  -2.805
H  3.359  4.646  -1.174
H  4.516  -0.757  0.379
H  5.720  -2.907  0.311
H  5.675  -4.271  -1.758
H  4.441  -3.441  -3.728
H  3.076  -1.395  -3.584
H  -4.184  0.531  -0.558
H  -5.853  -1.056  -1.383
H  -5.716  -1.934  -3.703
H  -3.896  -1.147  -5.196
H  -2.159  0.373  -4.332
C  3.589  -1.899  3.949
N  2.213  -2.313  3.694
C  1.540  -3.320  4.369
C  0.312  -3.387  3.860
N  0.221  -2.431  2.840
C  1.405  -1.770  2.763
S  1.941  -0.474  1.804
C  -1.004  -2.208  2.144
C  -2.012  -3.134  2.317
C  -3.298  -2.837  1.895
C  -3.542  -1.612  1.316
C  -2.466  -0.803  1.069
N  -1.195  -1.091  1.433
H  3.838  -2.123  4.980
H  3.687  -0.832  3.777
H  4.276  -2.422  3.285
H  1.993  -3.885  5.169
H  -0.502  -4.022  4.158
H  -1.806  -4.089  2.773
H  -4.090  -3.559  2.043
H  -4.536  -1.273  1.049
H  -2.606  0.167  0.598
O  -1.657  -1.936  -1.891
C  -0.965  -3.161  -1.806
C  0.181  -2.882  -0.762
O  0.665  -3.702  -0.044
O  0.554  -1.573  -0.683
C  -1.927  -4.287  -1.391
C  -3.289  -4.105  -1.606
C  -4.188  -5.137  -1.362
C  -3.736  -6.360  -0.890
C  -2.374  -6.550  -0.682
C  -1.470  -5.527  -0.945
C  -0.421  -3.596  -3.177
C  -1.233  -3.406  -4.294
C  -0.826  -3.844  -5.545
C  0.380  -4.515  -5.690
C  1.163  -4.756  -4.572
C  0.769  -4.294  -3.320
H  -1.880  -1.731  -2.809
H  -3.651  -3.148  -1.963
H  -5.246  -4.980  -1.549
H  -4.431  -7.170  -0.701
H  -2.008  -7.508  -0.331
H  -0.413  -5.701  -0.806
H  -2.210  -2.945  -4.198
H  -1.471  -3.687  -6.402
H  0.697  -4.863  -6.666
H  2.079  -5.327  -4.670
H  1.379  -4.498  -2.449
S  -3.575  3.013  0.790
C  -4.483  1.733  1.312
N  -5.025  0.751  1.667